Entry 1:
# C50H109BN7O19

A cluster of 8 separate species, C50H109BN7O19 in total (wB97M-V/def2-TZVPD, the Open Molecules 2025 dataset).

Structure (XYZ):
```
186
Properties=species:S:1:pos:R:3:mulliken_charge:R:1
O 3.06310 23.26352 -17.47237 -0.72
C 3.35977 23.96180 -18.43821 0.45
O 4.21556 23.74056 -19.35875 -0.68
B 4.39288 24.81565 -20.36119 2.31
O 3.67016 25.90706 -19.69052 -0.36
C 2.86863 25.43833 -18.77782 0.37
O 2.03184 26.10825 -18.11596 -0.67
O 3.79885 24.49006 -21.71109 -0.64
C 4.85817 24.59858 -22.57390 0.77
O 4.73007 24.47322 -23.79002 -0.78
C 6.24678 24.83748 -21.82471 0.37
O 5.88034 24.97235 -20.61434 -0.57
O 7.36082 24.97712 -22.35408 -0.73
C 7.65033 22.92822 -12.85928 -1.78
C 6.93813 24.20656 -13.51900 1.37
C 7.96178 25.31615 -13.21243 -1.21
C 8.00897 26.47395 -14.21702 -0.77
C 8.23573 25.81929 -15.59261 -1.32
C 6.99511 25.00293 -15.96704 1.39
N 6.93648 23.87832 -14.96540 -0.07
O 6.26796 22.70905 -15.36847 0.03
C 5.74327 25.92630 -16.05746 -0.94
C 7.22665 24.23973 -17.38538 -1.67
C 5.57589 24.67256 -12.79680 -1.64
H 8.51568 22.54801 -13.40215 0.37
H 6.93928 22.11207 -12.73120 0.34
H 7.84192 23.26042 -11.83897 0.46
H 7.70561 25.70802 -12.22810 0.48
H 8.98713 24.94648 -13.22344 0.41
H 8.69336 27.28964 -13.98389 0.47
H 7.12667 27.10781 -14.12827 0.37
H 9.04820 25.09320 -15.62046 0.49
H 8.26172 26.58176 -16.37111 0.47
H 4.96156 25.41916 -16.62301 -0.19
H 5.31142 26.21114 -15.09805 0.23
H 5.95831 26.87713 -16.54508 0.34
H 6.25301 23.94355 -17.77576 -0.10
H 7.59441 24.92749 -18.14685 0.45
H 7.90067 23.38319 -17.37337 0.39
H 5.33736 25.70825 -13.03880 0.36
H 5.58267 24.60404 -11.70898 0.43
H 4.82535 23.95626 -13.13101 0.36
H 5.36666 23.02264 -15.47298 0.22
C 5.95726 28.59764 -21.86104 -1.66
C 6.90977 29.79604 -22.29518 2.15
C 6.97593 30.76881 -21.14949 -1.66
C 7.75951 30.28256 -19.90274 -0.46
C 9.18542 29.84457 -20.26566 -0.97
C 9.24786 28.90273 -21.58275 1.68
N 8.30858 29.38879 -22.62477 0.10
O 8.20531 28.51271 -23.76705 -0.53
C 10.65177 29.03679 -22.17097 -1.88
C 9.21293 27.34873 -21.19622 -1.71
C 6.18321 30.52017 -23.45803 -2.13
H 5.63502 27.92594 -22.65671 0.69
H 5.11353 29.10362 -21.39178 0.33
H 6.40248 27.96295 -21.09485 -0.05
H 7.61612 31.58568 -21.48263 0.39
H 6.09243 31.28073 -20.76810 0.50
H 7.15534 29.50524 -19.43493 0.14
H 7.81579 31.01384 -19.09642 0.49
H 9.61280 29.36307 -19.38611 0.31
H 9.78366 30.70347 -20.56981 0.36
H 10.92784 30.09117 -22.18370 0.40
H 11.28452 28.40451 -21.54810 0.42
H 10.82081 28.66139 -23.18023 0.36
H 8.26009 26.98392 -20.81267 0.12
H 9.60338 26.68396 -21.96675 0.42
H 9.87079 27.18326 -20.34302 0.51
H 5.79314 29.83444 -24.21017 0.34
H 6.93006 31.04032 -24.05785 0.49
H 5.45383 31.16962 -22.97396 0.37
H 7.75117 27.73140 -23.44314 0.41
C -2.87354 32.62518 -20.61442 -0.69
O -2.95875 33.64822 -19.68037 -0.40
C -2.01576 33.54980 -18.58603 -0.59
C -0.51490 33.28239 -19.06860 -0.64
N -0.25491 31.80888 -19.18962 -0.28
C 1.19000 31.48031 -18.99679 -0.75
C 1.43379 29.99410 -19.15484 -0.58
O 1.38125 29.64039 -20.55062 -0.43
C 1.74579 28.33097 -20.86271 -0.21
H -2.82729 31.66202 -20.10621 0.34
H -2.14366 32.81678 -21.40097 0.22
H -3.80815 32.60142 -21.17481 0.28
H -2.44403 32.82362 -17.89511 0.34
H -2.09154 34.50864 -18.07321 0.34
H 0.04513 33.69046 -18.22721 0.42
H -0.29488 33.85394 -19.97028 0.35
H -0.60021 31.47535 -20.07823 0.27
H 1.62720 31.81748 -18.05697 0.41
H 1.58115 31.95083 -19.89884 0.36
H 0.82258 29.37262 -18.50040 0.34
H 2.36993 29.74155 -18.65689 0.42
H 2.79226 28.16887 -20.60443 0.09
H 1.40425 28.20257 -21.88983 0.10
H 1.24161 27.60175 -20.22856 0.30
C -2.30565 25.86721 -10.07184 -0.67
O -2.32562 25.09557 -11.26290 -0.33
C -3.02542 25.83237 -12.40219 -0.85
C -1.98439 26.41311 -13.32642 -0.28
N -1.22381 25.28468 -13.99138 -0.20
C -0.64627 25.73534 -15.21667 -0.90
C -0.15518 24.50617 -16.15500 -0.13
O -1.25253 23.57552 -16.16600 -0.42
C -0.83725 22.38921 -16.81154 -0.74
H -1.89179 26.83532 -10.35394 0.26
H -1.92254 25.33948 -9.19844 0.26
H -3.32274 26.13892 -9.78934 0.28
H -3.82159 26.49343 -12.05981 0.42
H -3.51932 25.17770 -13.12022 0.36
H -1.35172 27.06918 -12.72860 0.22
H -2.52371 27.04040 -14.03616 0.38
H -1.71983 24.44210 -14.24460 0.30
H 0.22181 26.38178 -15.08758 0.36
H -1.20517 26.49835 -15.75848 0.32
H 0.77091 24.09410 -15.75416 0.20
H 0.16218 24.90371 -17.11902 0.27
H -0.39993 22.36395 -17.80964 0.26
H -1.63748 21.65529 -16.71622 0.31
H 0.01483 22.00326 -16.25199 0.31
C 2.26937 26.83190 -24.72683 -0.04
O 1.09413 26.10130 -24.26528 -0.20
C -0.00739 26.35569 -25.15205 -1.22
C 0.22413 26.00450 -26.69947 -0.15
N 0.43958 24.61983 -26.97047 -0.23
C 0.80759 24.36491 -28.36577 -0.83
C 2.04735 25.17970 -28.80215 -0.22
O 2.57697 24.39635 -29.90404 -0.33
C 3.54163 25.05166 -30.56530 -0.83
H 2.01851 27.89255 -24.74047 0.52
H 2.91171 26.48878 -25.53785 0.19
H 2.87683 26.55650 -23.86472 -0.50
H -0.46532 27.31870 -24.92619 0.46
H -0.85344 25.78957 -24.76243 0.39
H 1.08154 26.57273 -27.06012 0.22
H -0.59382 26.32620 -27.34410 0.41
H 1.19718 24.24071 -26.42056 0.13
H 0.02183 24.42762 -29.11859 0.37
H 1.18844 23.34528 -28.30741 0.22
H 2.71773 25.24743 -27.94536 0.18
H 1.85024 26.22795 -29.02671 0.37
H 3.26269 25.94684 -31.12112 0.30
H 4.12945 24.37125 -31.18144 0.29
H 4.30943 25.41340 -29.88139 0.34
C 7.44372 21.21908 -21.36618 -0.50
O 6.89344 20.37859 -20.35395 -0.55
C 5.73606 20.93647 -19.87875 0.69
C 4.91537 19.79747 -19.14119 -1.17
N 5.78514 19.06134 -18.22523 -0.42
C 6.25934 19.93892 -17.10143 0.06
C 6.81662 19.05317 -16.00818 -0.61
O 5.82317 18.02469 -15.69864 -0.38
C 4.75874 18.44674 -14.81187 -0.60
H 6.87339 21.11979 -22.28974 0.18
H 8.44180 20.89067 -21.65615 0.41
H 7.68322 22.23572 -21.05444 0.11
H 5.17507 21.34021 -20.72159 0.46
H 5.88256 21.70616 -19.12098 -0.43
H 4.52653 19.12682 -19.90743 0.40
H 3.95065 20.17591 -18.80325 0.29
H 6.60306 19.10168 -18.81640 0.43
H 5.39815 20.34781 -16.57298 -0.06
H 7.02039 20.67939 -17.34758 0.34
H 7.03372 19.63965 -15.11542 0.25
H 7.74706 18.59688 -16.34609 0.37
H 4.05095 17.63921 -14.62472 0.28
H 4.21056 19.17856 -15.40519 0.22
H 4.96036 18.88676 -13.83522 0.27
C 1.55255 20.97043 -25.63684 -1.46
C 2.58491 21.87707 -24.95218 0.56
C 4.01188 21.48831 -25.52949 -0.98
O 4.57096 20.27572 -25.03052 -0.34
C 5.94230 20.21116 -25.38660 -0.71
N 2.34173 23.30048 -25.28556 -0.01
H 1.91938 19.94862 -25.73405 0.38
H 1.01818 21.31275 -26.52305 0.26
H 0.68445 20.93744 -24.97850 0.42
H 2.84548 21.72712 -23.90446 0.19
H 4.69786 22.33509 -25.50725 0.53
H 3.80834 21.41230 -26.59762 0.34
H 6.49719 20.99917 -24.87744 0.21
H 6.19462 20.39713 -26.43056 0.32
H 6.25901 19.18768 -25.18591 0.29
H 2.83153 23.80172 -24.55827 -0.26
H 1.39554 23.58489 -25.07596 0.54
```

Net charge: -1
Frontier orbital gap, Ha: 0.3147
Energy above the lowest of the compared OMol25 structures with the same formula, charge and spin, kJ/mol: 485.9

Entry 2:
# C50H111N5O8

A cluster of 8 separate species, C50H111N5O8 in total (wB97M-V/def2-TZVPD, the Open Molecules 2025 dataset).

Structure (XYZ):
```
174
Properties=species:S:1:pos:R:3:mulliken_charge:R:1
C -7.55475 -3.04687 5.35752 -1.94
C -6.18863 -2.38919 5.07799 1.65
C -5.89118 -1.64645 6.39331 -1.30
C -4.43285 -1.25780 6.52907 -0.62
C -3.59883 -2.51288 6.37894 -1.36
C -3.72593 -3.33281 5.09726 2.17
N -5.18443 -3.39779 4.78261 0.16
O -5.46254 -3.98998 3.53320 -0.45
C -2.98627 -2.67153 3.89309 -2.19
C -3.21078 -4.73788 5.32214 -2.18
C -6.34302 -1.30694 3.98350 -1.70
H -8.06898 -3.33877 4.43976 0.39
H -8.22904 -2.40753 5.92712 0.34
H -7.37593 -3.93750 5.96211 0.47
H -6.56754 -0.79199 6.42460 0.47
H -6.15933 -2.32558 7.20603 0.40
H -4.28409 -0.77791 7.49800 0.38
H -4.08231 -0.53853 5.78201 0.30
H -3.79963 -3.18953 7.22072 0.40
H -2.55912 -2.25688 6.61842 0.40
H -3.19606 -3.32011 3.04493 0.62
H -3.40105 -1.67948 3.70729 0.42
H -1.93243 -2.57459 4.14562 0.52
H -3.78334 -5.20875 6.11912 0.51
H -3.35556 -5.30608 4.40168 0.38
H -2.14266 -4.71144 5.53975 0.37
H -5.47703 -0.63510 4.01504 0.32
H -7.19980 -0.65274 4.15265 0.42
H -6.39257 -1.63224 2.94244 0.38
H -5.14319 -3.36156 2.86408 0.28
C 5.34375 2.63922 -4.58896 -2.07
C 4.09506 2.65871 -3.74554 1.94
C 3.09120 3.67915 -4.37336 -1.53
C 1.61957 3.35185 -4.15214 -0.27
C 1.27230 1.89821 -4.45132 -0.57
C 2.12058 0.89661 -3.64056 1.90
N 3.52427 1.29577 -3.82813 0.41
O 4.41096 0.31411 -3.32195 -0.44
C 1.75681 0.95932 -2.15922 -0.62
C 1.82317 -0.51295 -4.17212 -1.89
C 4.40047 3.15097 -2.33254 -1.83
H 5.94986 3.53832 -4.43708 0.42
H 5.22753 2.44025 -5.65255 0.40
H 6.04235 1.88010 -4.21767 0.42
H 3.35092 4.63785 -3.91871 0.41
H 3.31828 3.84665 -5.42914 0.37
H 0.99918 4.02844 -4.74243 0.58
H 1.33649 3.51910 -3.10725 0.04
H 1.50038 1.72416 -5.50661 0.56
H 0.22007 1.74989 -4.22256 -0.56
H 0.68461 0.84855 -1.99013 -0.03
H 2.28569 0.15942 -1.63229 0.36
H 2.16563 1.87448 -1.73919 0.41
H 2.59073 -1.16882 -3.75849 0.50
H 0.83861 -0.87473 -3.88482 -0.28
H 1.89157 -0.51780 -5.26171 0.56
H 3.52219 3.26530 -1.69958 0.33
H 4.97289 4.07970 -2.29123 0.53
H 5.06383 2.44070 -1.82453 0.32
H 4.75903 -0.10139 -4.11865 0.34
C -4.23734 5.79015 -0.10733 -1.63
C -2.78789 6.32813 0.03265 1.91
C -2.68644 7.24411 1.22625 -1.39
C -2.37112 6.59143 2.59790 -0.86
C -1.36864 5.45916 2.57551 -1.18
C -1.58063 4.48536 1.42036 2.02
N -1.85820 5.20695 0.15414 -0.22
O -1.73570 4.42553 -0.99925 0.02
C -0.25863 3.73639 1.21869 -2.26
C -2.69361 3.48585 1.78860 -1.38
C -2.49086 7.10235 -1.26614 -1.69
H -4.89774 6.49030 -0.62624 0.56
H -4.78367 5.43693 0.77122 0.32
H -4.26597 4.92188 -0.78206 0.14
H -2.05130 8.11513 1.05842 0.56
H -3.67214 7.68746 1.40006 0.33
H -3.31537 6.20594 2.98937 0.38
H -2.04486 7.42143 3.22499 0.37
H -1.49230 4.94275 3.53302 0.37
H -0.32414 5.77738 2.58781 0.48
H -0.36581 3.03211 0.39035 0.27
H 0.60926 4.31911 0.89759 0.55
H 0.06743 3.28437 2.15810 0.51
H -3.60042 3.98576 2.12857 0.33
H -2.92065 2.82777 0.95679 -0.30
H -2.34542 2.87952 2.62806 0.52
H -3.20899 6.90831 -2.06335 0.34
H -1.55409 6.77258 -1.72004 0.25
H -2.41581 8.16947 -1.06703 0.42
H -2.47950 3.78673 -1.02544 0.18
C 2.81746 -4.66786 -1.11566 -1.57
C 2.36442 -4.11554 -2.48767 2.48
C 3.50919 -4.08313 -3.51094 -1.23
C 3.83490 -5.49101 -4.02507 -1.06
C 2.55518 -6.08672 -4.66218 -1.05
C 1.34722 -6.13513 -3.71041 1.25
N 1.23889 -4.84412 -3.05144 0.85
O 0.01429 -4.74623 -2.33800 -0.54
C 0.14296 -6.36151 -4.66519 -1.97
C 1.33222 -7.31927 -2.75355 -1.71
C 1.90056 -2.69151 -2.21508 -1.76
H 3.81596 -4.35467 -0.78371 0.26
H 2.95113 -5.75063 -1.12617 0.33
H 2.18548 -4.39171 -0.27113 0.29
H 3.14355 -3.49101 -4.35825 0.34
H 4.37518 -3.53913 -3.13097 0.52
H 4.14695 -6.07282 -3.15342 0.41
H 4.65333 -5.40854 -4.73995 0.42
H 2.89137 -7.09793 -4.89935 0.45
H 2.35835 -5.45666 -5.52751 0.40
H 0.32934 -7.14126 -5.41165 0.43
H -0.69168 -6.80896 -4.12149 0.38
H -0.12434 -5.46481 -5.22316 0.39
H 1.42428 -8.25456 -3.31183 0.46
H 2.21408 -7.33034 -2.10108 0.37
H 0.52375 -7.37432 -2.02683 0.33
H 2.77453 -2.10426 -1.91692 0.57
H 1.13314 -2.67539 -1.45065 -0.72
H 1.57522 -2.18808 -3.13141 0.32
H -0.35454 -3.94535 -2.73412 0.27
C 3.75621 0.78351 5.16682 -2.07
C 3.92785 0.98020 3.68108 1.61
C 5.45172 1.02441 3.40842 -1.33
C 5.66503 1.22978 1.91084 -0.55
C 5.17619 0.02719 1.11777 -1.05
C 3.67760 -0.26900 1.40028 2.12
N 3.46945 -0.15579 2.88625 0.22
O 2.15453 -0.51116 3.24541 -0.41
C 2.81998 0.70562 0.56764 -0.33
C 3.33604 -1.72225 1.06730 -2.03
C 3.33135 2.33696 3.29930 -1.63
H 4.09235 -0.19571 5.52902 0.45
H 2.73597 0.92463 5.52113 0.34
H 4.47146 1.41702 5.69619 0.43
H 5.96265 1.79355 3.98560 0.49
H 5.86256 0.03325 3.60818 0.42
H 6.75361 1.21827 1.74659 0.46
H 5.41786 2.19877 1.48336 0.27
H 5.72256 -0.89047 1.33214 0.48
H 5.19367 0.29532 0.05914 0.01
H 2.86613 0.36712 -0.47187 -1.34
H 1.80672 0.92768 0.89566 0.52
H 3.33709 1.66874 0.52432 -0.01
H 3.82873 -2.00108 0.13380 0.42
H 3.64311 -2.35337 1.90129 0.70
H 2.28011 -1.90842 0.87160 -0.20
H 3.69400 3.13160 3.96051 0.41
H 2.24235 2.43066 3.36387 0.26
H 3.55341 2.69334 2.29647 0.33
H 2.18966 -1.41558 3.57676 0.31
C -0.93374 -1.88307 0.70901 -0.90
C -1.04554 -0.52693 -0.00777 1.36
O -2.05757 -0.61129 -1.00653 -0.63
H -0.05124 -1.85575 1.35117 0.10
H -0.68536 -2.64828 -0.02479 0.12
H -1.83529 -2.07238 1.28335 0.18
H -0.09846 -0.33619 -0.52096 -0.69
H -1.24711 0.24352 0.73916 0.16
H -2.24273 0.29358 -1.30757 0.19
C -2.57742 2.42865 -3.73321 -0.44
C -3.69946 2.03681 -2.81174 -0.54
O -3.20053 1.88216 -1.45319 -0.28
H -2.12194 3.38406 -3.46629 0.38
H -3.04134 2.32288 -4.71573 0.43
H -1.69344 1.78754 -3.72464 -0.41
H -4.10540 1.03765 -3.01488 0.42
H -4.48232 2.79978 -2.78015 0.41
H -3.94637 1.98004 -0.85258 0.21
C -2.13176 -1.94602 -4.46815 -0.33
O -2.15542 -2.52477 -3.15844 -0.49
H -2.40631 -0.89436 -4.28506 -0.08
H -1.17416 -1.76804 -4.97272 0.19
H -2.82087 -2.32569 -5.22304 0.33
H -2.36707 -1.76122 -2.60642 0.40
```

Frontier orbital gap, Ha: 0.2894
SMILES string: CC1(C)CCCC(C)(C)N1O.CC1(C)CCCC(C)(C)N1O.CC1(C)CCCC(C)(C)N1O.CC1(C)CCCC(C)(C)N1O.CC1(C)CCCC(C)(C)N1O.CCO.CCO.CO
Energy above the lowest of the compared OMol25 structures with the same formula, charge and spin, kJ/mol: 0.0

Number 1: maximum force 5.0 eV/A, molar mass 1123.26 Da. Number 2: maximum force 2.4 eV/A, molar mass 910.46 Da.